Record 1
The following is a quantum chemistry calculation of a molecular structure, C5H20N10O7V, from the OMol25 dataset.

## Properties
Spin multiplicity = 1
Largest force on an atom = 6.97 eV/Å
Electronic energy = -60428.7815 eV
Kohn-Sham gap = 8.31 eV
Net charge = +1
HOMO energy = -11.26 eV
Molecular weight = 383.22 g/mol

XYZ file:
```
43
Properties=species:S:1:pos:R:3:lowdin_charge:R:1
V 28.172 -22.152 7.058 0.98
O 27.533 -22.891 9.117 0.02
O 28.830 -20.710 7.456 -0.31
O 29.028 -22.123 5.032 -0.02
O 22.935 -20.504 8.618 0.08
O 26.643 -21.924 6.554 -0.32
O 30.312 -23.133 7.539 0.00
O 27.913 -24.499 6.267 0.02
N 27.516 -22.083 11.268 0.20
N 22.879 -21.992 10.048 0.16
N 32.370 -22.620 7.766 0.21
N 26.291 -23.662 10.819 0.16
N 28.642 -20.931 3.125 0.20
N 30.007 -22.525 2.996 0.17
N 24.014 -22.427 8.200 0.18
N 28.399 -26.620 6.056 0.19
N 31.914 -24.482 6.746 0.19
N 26.524 -26.060 6.998 0.20
C 29.180 -21.878 3.831 -0.64
C 27.168 -22.853 10.273 -0.68
C 23.278 -21.588 8.909 -0.85
C 31.469 -23.353 7.305 -0.76
C 27.640 -25.649 6.451 -0.76
H 26.613 -27.011 7.324 0.12
H 30.097 -22.148 2.063 0.11
H 22.266 -21.312 10.475 0.13
H 25.982 -24.427 10.235 0.11
H 31.344 -25.294 6.554 0.11
H 33.294 -22.969 7.974 0.14
H 27.136 -22.361 12.162 0.12
H 23.138 -22.905 10.393 0.10
H 30.399 -23.403 3.306 0.12
H 32.903 -24.615 6.594 0.11
H 24.466 -22.161 7.336 0.09
H 26.046 -23.733 11.796 0.13
H 24.257 -23.315 8.616 0.08
H 28.357 -21.529 11.197 0.14
H 32.021 -21.761 8.167 0.15
H 28.910 -20.909 2.151 0.12
H 28.143 -20.170 3.563 0.14
H 28.051 -27.566 5.993 0.13
H 29.180 -26.346 5.478 0.12
H 25.866 -25.481 7.500 0.12
```

***

Record 2
The following is a quantum chemistry calculation of C28H28ClN3O4 in the gas phase, from the OMol25 dataset.

## Properties
Spin multiplicity = 1
Largest force on an atom = 3.42 eV/Å
Electronic energy = -54669.8772 eV
Kohn-Sham gap = 7.31 eV
SMILES = CN1C(=O)[C@@H](Cc2ccccc2)N(/C=C/[C@@H](Oc2ccc(Cl)cc2)c2ccc([N+](=O)[O-])cc2)C1(C)C
HOMO energy = -8.24 eV
Molecular weight = 506.00 g/mol

XYZ file:
```
64
Properties=species:S:1:pos:R:3:lowdin_charge:R:1
Cl 7.736 -1.988 2.098 0.68
O 4.247 -5.772 -4.281 0.06
O 2.069 -1.434 0.635 -0.03
O -3.983 3.393 0.339 0.08
O 2.172 -5.755 -5.006 0.05
N -1.439 0.998 -0.193 -0.01
N 3.093 -5.288 -4.296 -0.32
N -3.537 1.483 -0.877 -0.03
C 1.167 -2.743 -2.435 0.00
C 2.803 -4.170 -3.466 -0.16
C 3.814 -3.544 -2.716 0.02
C -2.459 0.531 -1.150 -0.46
C -2.972 -0.891 -0.877 0.00
C 0.327 -0.589 -0.669 -0.04
C -3.246 2.460 0.031 -0.37
C 1.784 -0.992 -0.675 -0.29
C 3.399 -1.563 1.024 -0.28
C -1.852 2.160 0.583 -0.18
C -4.815 1.465 -1.552 -0.01
C 3.509 -2.461 -1.906 -0.01
C -3.987 3.959 4.447 -0.08
C -0.179 0.495 -0.019 -0.05
C 4.172 -0.414 1.230 -0.01
C -1.756 4.305 2.785 -0.04
C -2.011 0.651 -2.615 0.00
C -3.406 5.226 4.304 -0.09
C 5.501 -0.549 1.636 -0.09
C 2.161 -2.076 -1.697 -0.11
C -1.850 1.885 2.091 -0.09
C 5.264 -2.970 1.614 -0.10
C 6.058 -1.828 1.769 -0.69
C -2.364 3.051 2.904 -0.24
C 1.482 -3.721 -3.369 0.02
C 3.933 -2.845 1.224 -0.01
C -2.283 5.396 3.483 -0.08
C -3.450 2.866 3.764 -0.04
H -1.892 1.711 -2.877 0.10
H -3.881 1.865 3.856 0.11
H 5.684 -3.956 1.797 0.11
H 2.384 -0.082 -0.903 0.15
H 0.702 -4.178 -3.965 0.12
H -0.887 4.417 2.129 0.11
H -5.313 0.497 -1.419 0.09
H -3.720 -1.152 -1.639 0.08
H 4.323 -1.886 -1.441 0.13
H 3.331 -3.730 1.018 0.13
H -2.783 0.213 -3.262 0.09
H -1.066 0.123 -2.778 0.07
H -4.706 1.656 -2.628 0.09
H 0.122 -2.473 -2.295 0.10
H -0.819 1.637 2.392 0.12
H -3.829 6.081 4.834 0.10
H 3.745 0.571 1.044 0.12
H -2.476 0.996 2.277 0.13
H 6.088 0.340 1.840 0.11
H -1.192 3.020 0.355 0.16
H -0.400 -1.324 -1.012 0.06
H -2.168 -1.628 -0.926 0.07
H -3.441 -0.936 0.116 0.10
H -5.442 2.248 -1.117 0.09
H -1.816 6.375 3.375 0.10
H -4.862 3.814 5.083 0.10
H 0.395 1.005 0.756 0.13
H 4.819 -3.956 -2.775 0.12
```

***

Record 3
The following is a quantum chemistry calculation of a molecular structure, C23H66O11V, from the OMol25 dataset.

## Properties
Spin multiplicity = 4
Largest force on an atom = 4.54 eV/Å
Electronic energy = -73128.5071 eV
Expectation value of S² = 3.754
Energy above the lowest of the compared OMol25 structures with the same formula, charge and spin = 0.0 kcal/mol
Kohn-Sham gap (alpha / beta) = 5.76 / 7.30 eV
HOMO energy (alpha / beta) = -6.30 / -7.84 eV
Molecular weight = 569.71 g/mol

XYZ file:
```
101
Properties=species:S:1:pos:R:3:lowdin_charge:R:1
V 17.585 -15.805 -3.028 0.94
O 19.808 -16.146 -3.129 -0.14
O 16.303 -18.822 -5.379 -0.11
O 13.665 -9.090 -4.163 -0.08
O 17.088 -17.887 -2.611 -0.36
O 17.947 -17.477 -6.905 0.29
O 17.670 -15.412 -5.230 -0.33
O 17.747 -14.526 -1.208 -0.33
O 15.369 -15.165 -3.028 -0.14
O 20.856 -18.038 -5.058 -0.08
O 19.433 -12.003 -1.586 -0.10
O 14.856 -13.032 -1.424 -0.10
C 17.641 -14.692 0.193 -0.58
C 21.947 -15.117 -3.193 -0.06
C 14.353 -15.616 -3.865 -0.30
C 13.418 -16.433 -3.018 -0.07
C 19.003 -14.907 0.911 -0.06
C 18.331 -10.519 0.065 -0.06
C 18.172 -13.075 -4.496 -0.06
C 20.871 -15.688 -2.279 -0.26
C 20.709 -20.115 -3.936 -0.09
C 12.569 -12.554 -0.775 -0.07
C 14.489 -9.896 -3.380 -0.32
C 16.897 -13.511 -6.597 -0.06
C 16.565 -15.606 0.752 -0.05
C 18.652 -10.838 -1.449 -0.30
C 20.088 -19.251 -4.958 -0.31
C 15.055 -19.420 -5.569 -0.28
C 17.903 -14.094 -5.637 -0.58
C 16.938 -18.901 -1.614 -0.56
C 14.967 -10.983 -4.331 -0.09
C 18.140 -18.974 -0.693 -0.07
C 16.440 -20.298 -2.073 -0.07
C 14.013 -12.773 -0.331 -0.29
C 15.257 -20.180 -6.895 -0.07
H 17.688 -17.396 -7.826 0.17
H 17.884 -16.644 -6.432 0.07
H 14.130 -11.439 -4.860 0.07
H 21.437 -14.599 -4.005 0.08
H 12.473 -11.923 -1.659 0.06
H 20.303 -16.739 -3.701 0.05
H 20.527 -14.968 -1.536 0.09
H 12.006 -12.011 -0.016 0.08
H 18.278 -12.072 -4.908 0.09
H 12.691 -16.990 -3.610 0.07
H 12.910 -9.659 -4.330 0.08
H 20.622 -19.692 -2.935 0.07
H 17.326 -12.966 -3.818 0.06
H 14.809 -20.088 -4.744 0.11
H 15.740 -13.288 -1.150 0.06
H 16.211 -20.707 -6.934 0.08
H 14.415 -20.811 -7.176 0.07
H 21.763 -20.251 -4.179 0.08
H 16.904 -16.635 0.629 0.06
H 18.977 -19.542 -1.101 0.06
H 18.836 -12.725 -1.377 0.02
H 17.379 -18.117 -6.472 0.08
H 22.390 -16.015 -3.623 0.07
H 17.767 -11.011 -2.061 0.09
H 16.148 -18.618 -0.919 0.11
H 18.979 -14.866 2.000 0.07
H 16.564 -14.244 -7.331 0.07
H 17.934 -19.439 0.271 0.08
H 19.418 -15.867 0.603 0.06
H 18.883 -14.095 -6.113 0.12
H 18.476 -17.954 -0.507 0.06
H 17.615 -11.273 0.391 0.05
H 15.333 -9.329 -2.986 0.12
H 16.405 -15.455 1.819 0.08
H 14.263 -18.691 -5.740 0.11
H 17.356 -12.753 -7.231 0.08
H 14.091 -13.617 0.354 0.11
H 19.075 -19.066 -4.603 0.10
H 13.892 -10.306 -2.566 0.09
H 15.270 -19.412 -7.668 0.06
H 16.118 -13.031 -6.005 0.06
H 21.327 -16.482 -1.688 0.12
H 17.117 -20.783 -2.777 0.07
H 13.892 -14.755 -4.349 0.12
H 19.084 -13.301 -3.944 0.07
H 12.861 -15.808 -2.320 0.07
H 14.407 -11.907 0.201 0.11
H 17.405 -13.731 0.651 0.09
H 20.036 -19.687 -5.955 0.12
H 21.288 -18.066 -5.915 0.09
H 15.413 -20.316 -2.437 0.06
H 20.275 -21.111 -3.850 0.08
H 19.683 -14.137 0.545 0.06
H 14.007 -17.188 -2.497 0.08
H 16.468 -20.948 -1.199 0.07
H 14.728 -16.363 -4.565 0.10
H 15.593 -15.448 0.285 0.06
H 16.430 -18.794 -4.428 0.05
H 19.254 -10.439 0.639 0.07
H 15.340 -11.826 -3.749 0.04
H 17.846 -9.555 0.220 0.06
H 22.693 -14.455 -2.752 0.08
H 14.943 -14.471 -2.520 0.05
H 15.761 -10.669 -5.008 0.08
H 12.036 -13.475 -1.012 0.07
H 19.180 -10.029 -1.955 0.10
```